1.
A molecular structure, C34H37BFN12O3STi. Source: the OMol25 dataset; level of theory: wB97M-V/def2-TZVPD.

Properties
* net charge: +1
* energy relative to the best compared isomer or geometry (same formula, charge and spin): 22.60 kcal/mol
* LUMO level (alpha / beta): -2.9 / -2.9 eV
* highest occupied orbital energy (alpha / beta): -7.23 / -9.07 eV
* spin multiplicity: 3

Element x y z (Å)
Ti (0.06654, -0.32984, 0.04914)
C (-0.57918, 3.56889, 1.90833)
C (0.13513, 2.71018, 1.07684)
N (-0.43894, 1.51123, 1.04542)
N (-1.54250, 1.57787, 1.83103)
C (-1.63420, 2.80431, 2.36357)
B (-2.24406, 0.27834, 2.27620)
N (-2.84464, -0.47499, 1.06739)
C (-4.00228, -1.15386, 1.04506)
C (-3.96680, -2.05479, -0.00023)
C (-2.70728, -1.86680, -0.57060)
N (-2.04239, -0.91106, 0.07006)
N (-1.15321, -0.63302, 2.88417)
C (-0.92678, -0.93525, 4.16848)
C (0.26952, -1.62063, 4.25680)
C (0.73031, -1.68043, 2.94304)
N (-0.13595, -1.09529, 2.11764)
H (-0.37137, 4.60114, 2.12435)
H (1.02166, 2.90327, 0.49611)
H (-2.44218, 3.04490, 3.03419)
H (-3.09909, 0.51612, 3.07906)
H (-4.75956, -0.95793, 1.78569)
H (-4.73085, -2.75184, -0.29524)
H (-2.24015, -2.37694, -1.39666)
H (-1.62832, -0.63689, 4.92972)
H (0.74220, -2.01178, 5.13965)
H (1.64449, -2.11005, 2.56675)
C (-4.55966, 3.04313, -1.28977)
N (-3.59507, 2.06910, -1.75825)
C (-3.92078, 0.83341, -2.29370)
C (-2.78360, 0.24876, -2.69358)
N (-1.74465, 1.11741, -2.36755)
C (-2.25581, 2.29798, -1.85810)
S (-1.44104, 3.71706, -1.58818)
C (-0.39491, 0.94554, -2.73906)
C (-0.08503, 0.77272, -4.07553)
C (1.24760, 0.67263, -4.43340)
C (2.21483, 0.79494, -3.45038)
C (1.80907, 0.92900, -2.13639)
N (0.52202, 0.95871, -1.76339)
H (-5.28847, 3.25310, -2.07172)
H (-4.01979, 3.95327, -1.04371)
H (-5.06923, 2.66707, -0.40293)
H (-4.93210, 0.46845, -2.30550)
H (-2.60075, -0.72202, -3.11540)
H (-0.87872, 0.75249, -4.80893)
H (1.52503, 0.53373, -5.47000)
H (3.26946, 0.77033, -3.68362)
H (2.53079, 0.98236, -1.33435)
C (5.68313, -4.49663, -3.26542)
C (4.55789, -5.05146, -2.40384)
N (3.46924, -4.09966, -2.21510)
C (3.54568, -3.23761, -1.15645)
C (2.53560, -2.40607, -0.80579)
C (2.81169, -1.42308, 0.30236)
O (3.78267, -1.55337, 1.02090)
O (1.96314, -0.43915, 0.36515)
C (1.31074, -2.46002, -1.54425)
O (0.22524, -1.80296, -1.16630)
C (1.27130, -3.23546, -2.71991)
C (0.14194, -3.23561, -3.57098)
C (0.13880, -4.00547, -4.71172)
F (-0.98820, -4.01481, -5.47330)
C (1.22107, -4.76860, -5.10509)
C (2.36009, -4.77200, -4.26509)
C (2.38320, -4.05790, -3.08142)
N (1.25134, -5.57392, -6.28387)
C (1.10928, -7.01160, -6.10774)
C (1.98243, -7.70633, -7.17411)
N (2.29726, -6.67399, -8.21863)
C (1.04756, -5.97638, -8.66286)
C (0.54000, -5.13318, -7.46867)
H (6.45962, -5.24794, -3.41235)
H (6.13918, -3.62859, -2.78890)
H (5.31112, -4.18376, -4.24238)
H (4.92863, -5.32147, -1.41521)
H (4.13971, -5.95974, -2.83835)
H (4.46908, -3.23468, -0.59329)
H (-0.72700, -2.65058, -3.31056)
H (3.22376, -5.34212, -4.58001)
H (0.06371, -7.33140, -6.20916)
H (1.44380, -7.29127, -5.11267)
H (1.47261, -8.52914, -7.67074)
H (2.93241, -8.05939, -6.77764)
H (2.81365, -7.07467, -8.99875)
H (2.86998, -5.96565, -7.74754)
H (0.34472, -6.75392, -8.95535)
H (1.28289, -5.36973, -9.53387)
H (-0.54449, -5.25714, -7.39568)
H (0.74535, -4.07587, -7.62716)

=====

2.
2 unconnected molecules or ions with the total composition C3H6N3P in a non-equilibrium geometry. Source: the OMol25 dataset; level of theory: wB97M-V/def2-TZVPD.

Properties
* net charge: 0
* energy relative to the best compared isomer or geometry (same formula, charge and spin): 62.02 kcal/mol
* LUMO level: 0.1 eV
* highest occupied orbital energy: -8.50 eV

Element x y z (Å)
C (2.19312, 0.62617, -0.05202)
C (1.86771, -0.58006, -0.53475)
C (1.41867, 1.27947, 0.95796)
N (0.39225, 0.72358, 1.68117)
N (-0.03230, -0.46119, 1.40990)
N (-1.99808, -1.41898, 0.11510)
P (0.58950, -1.53016, 0.31514)
H (3.03973, 1.21398, -0.52673)
H (2.42099, -0.93076, -1.44232)
H (1.75376, 2.07576, 1.51708)
H (-2.35154, -1.96516, 0.91759)
H (-2.65136, -1.60361, -0.63356)
H (-2.11638, -0.42582, 0.43180)

=====

3.
A molecular structure, C2H4N4O in a non-equilibrium geometry. Source: the OMol25 dataset; level of theory: wB97M-V/def2-TZVPD.

Properties
* net charge: 0
* energy relative to the best compared isomer or geometry (same formula, charge and spin): 69.13 kcal/mol
* LUMO level: -0.1 eV
* highest occupied orbital energy: -9.73 eV

Element x y z (Å)
C (-0.51611, 0.45729, 0.23493)
C (0.92186, 0.33248, -1.42102)
H (-0.48506, 0.06435, 2.68530)
H (-0.76864, 1.58104, 1.82822)
H (1.05928, -1.70607, -1.24478)
H (-1.17604, -1.30007, 0.14765)
N (-1.07163, 0.61451, 1.62681)
N (0.03422, 1.21978, -0.59435)
N (0.45120, -0.96436, -1.17131)
N (-0.26997, -0.89188, 0.06872)
O (1.82091, 0.59292, -2.16016)

=====

4.
A molecular structure, C3H3LiMnO4 in a non-equilibrium geometry. Source: the OMol25 dataset; level of theory: wB97M-V/def2-TZVPD.

Properties
* net charge: 0
* LUMO level (alpha / beta): -0.8 / -0.7 eV
* highest occupied orbital energy (alpha / beta): -6.40 / -6.07 eV
* spin multiplicity: 6

Element x y z (Å)
C (0.26096, 1.08655, 0.16854)
O (-0.24183, 2.19349, 0.05128)
O (1.48372, 0.79380, 0.30777)
C (-0.65571, -0.15025, -0.13853)
O (-0.23290, -1.29405, -0.17018)
O (-1.91990, 0.14575, -0.13951)
C (-2.86308, -0.93007, -0.04936)
H (-2.71177, -1.47534, 0.88958)
H (-3.84983, -0.46279, -0.07303)
H (-2.73660, -1.61286, -0.89768)
Mn (2.78065, -0.45906, -0.43423)
Li (1.06822, -2.55236, 0.29664)

=====

5.
A molecular structure, C3H7CuFNO4PS2 in a non-equilibrium geometry. Source: the OMol25 dataset; level of theory: wB97M-V/def2-TZVPD.

Properties
* net charge: +1
* LUMO level: -5.5 eV
* highest occupied orbital energy: -11.49 eV

Element x y z (Å)
C (-2.31719, -0.69067, -1.12448)
C (-2.26510, -0.04971, 0.15195)
C (-0.90091, 0.20499, 0.89284)
N (0.21859, -0.07597, -0.05618)
P (1.42085, 1.19468, -0.10509)
O (2.41141, 0.87092, -1.41548)
O (0.66087, 2.66627, -0.44003)
S (2.40059, 1.46878, 1.56136)
S (0.89282, -1.62486, 0.15223)
O (2.35161, -1.58555, 0.44801)
O (0.13498, -2.47727, 1.08532)
F (0.76855, -2.32609, -1.33513)
H (-2.15940, -1.80903, -1.14326)
H (-2.55517, -0.16380, -2.07826)
H (-3.26430, 0.25336, 0.57668)
H (-0.86848, 1.31790, 1.09881)
H (-0.80235, -0.29803, 1.89268)
H (1.78792, 0.75033, -2.16431)
H (0.26352, 2.54200, -1.32605)
Cu (1.82119, -0.16824, 3.32839)

=====

6.
A single HNO2 molecule in a non-equilibrium geometry. Source: the OMol25 dataset; level of theory: wB97M-V/def2-TZVPD.

Properties
* net charge: 0
* energy relative to the best compared isomer or geometry (same formula, charge and spin): 1.39 kcal/mol
* LUMO level: 0.1 eV
* highest occupied orbital energy: -11.05 eV

Element x y z (Å)
H (0.24995, -0.50989, 0.87263)
N (-0.22686, 0.55467, -0.51187)
O (-0.13770, -0.47807, -1.12624)
O (0.11461, 0.43329, 0.76548)